1.
Density functional theory data (wB97M-V/def2-TZVPD) for 3 unconnected molecules or ions with the total composition C28H53ClF9N6O7P2S.

Computed properties:
**LUMO**: -0.09980 Eh
**E**: -4393.4488 hartree
**Strongest force on any atom**: 1.3 eV/A

Geometry as ORCA input:
```
! RIJCOSX wB97M-V def2-TZVPD def2/J DEFGRID3
* xyz 1 1
C 1.8099 2.5736 3.1565
C 2.4848 1.1852 3.2185
N 1.7157 -0.0349 2.9244
C 0.6907 -0.0985 1.8889
C -0.6165 0.4448 2.4955
C -1.9274 0.6170 1.6976
C -3.0183 -0.3949 2.1191
C -4.3856 0.2506 2.3813
C -5.5956 -0.5817 1.9703
O -6.2440 -1.0414 3.1498
C -6.9306 -2.2646 3.0064
N 1.1103 0.6822 0.6902
C 2.0739 0.1435 -0.3537
C 2.2079 1.3452 -1.3095
C 1.0880 1.9014 -2.2145
O -0.1650 1.2301 -2.1550
C -0.8370 1.4147 -3.3828
C -2.3006 1.0424 -3.3537
F -2.8803 1.8094 -4.3180
F -2.8662 1.3743 -2.1641
C -2.6110 -0.4560 -3.7169
F -3.0042 -0.5247 -4.9922
F -1.4622 -1.1539 -3.6078
C -3.6865 -1.1624 -2.8495
F -3.7615 -2.4334 -3.2806
F -3.2787 -1.1688 -1.5613
C -5.0985 -0.5519 -2.9388
F -5.4978 -0.5705 -4.2213
F -5.9232 -1.3326 -2.2155
P 3.8854 0.3313 0.4206
O 4.8191 -0.0291 -0.8407
Cl 4.2957 -1.2809 1.5687
C 1.6339 -1.2648 -0.9043
N 2.6169 -2.2752 -0.7371
C 2.5800 -3.4956 -1.5915
C 1.2638 -4.1923 -1.8783
O 1.0649 -1.2047 -2.2622
N 1.8657 -1.0269 -3.3528
O 3.0211 -0.9909 -3.1180
C 0.3962 -1.7420 -0.1031
F -0.7402 -1.0562 -0.5472
C 0.4093 -1.5669 1.4152
P 1.2036 -2.9563 2.3674
S 1.4911 -4.6637 1.4833
H 2.5569 3.3367 2.9487
H 0.9997 2.6724 2.4366
H 1.3668 2.8285 4.1173
H 2.8332 1.0615 4.2411
H 3.4083 1.2245 2.6495
H 1.3062 -0.3812 3.7848
H -0.3887 1.3608 3.0329
H -0.8257 -0.2936 3.2674
H -1.8321 0.6179 0.6105
H -2.3142 1.6029 1.9479
H -2.6896 -0.8923 3.0318
H -3.0996 -1.1802 1.3640
H -4.4909 0.4516 3.4455
H -4.4203 1.1910 1.8315
H -6.2982 0.0278 1.3965
H -5.2818 -1.4469 1.3793
H -7.5185 -2.2966 2.0847
H -6.2345 -3.1093 2.9977
H -7.6128 -2.3687 3.8455
H 0.2475 0.9801 0.2073
H 1.5330 1.5595 1.0240
H 3.0590 1.1874 -1.9503
H 2.5211 2.1708 -0.6593
H 1.4698 1.8611 -3.2355
H 0.9491 2.9617 -1.9997
H -0.8266 2.4756 -3.6430
H -0.3547 0.8433 -4.1790
H -5.1452 0.4641 -2.5433
H 5.0376 0.7999 -1.3005
H 3.5521 -1.9071 -0.8611
H 3.2350 -4.2111 -1.0977
H 3.0714 -3.2834 -2.5437
H 0.5698 -3.5987 -2.4686
H 0.7571 -4.5280 -0.9779
H 1.4957 -5.0850 -2.4565
H 0.2438 -2.7980 -0.3030
H -0.6339 -1.7480 1.6686
H 0.2653 -3.1071 3.3931
H 2.3349 -2.4871 3.0235
C 10.5842 -0.5632 -0.9263
C 9.8230 -0.0506 0.2745
O 10.2938 0.7667 1.0453
N 8.5634 -0.5405 0.4706
C 7.8248 -1.4997 -0.3296
H 11.5562 -0.0804 -0.9392
H 10.7253 -1.6430 -0.8674
H 10.0589 -0.3283 -1.8530
H 8.1172 -0.1646 1.2932
H 6.9037 -1.0397 -0.6814
H 7.5661 -2.3693 0.2784
H 8.4105 -1.8299 -1.1808
C -5.1216 5.0454 1.2293
C -4.3883 3.8405 0.6916
O -3.2944 3.4958 1.1203
N -4.9863 3.1339 -0.3035
C -6.2634 3.3689 -0.9503
H -4.5134 5.4918 2.0097
H -5.2886 5.7827 0.4435
H -6.0852 4.7585 1.6513
H -4.4294 2.3491 -0.6055
H -6.9256 2.5117 -0.8180
H -6.1277 3.5342 -2.0205
H -6.7460 4.2428 -0.5263
*
```



2.
Density functional theory data (wB97M-V/def2-TZVPD) for a molecular structure, C28H53ClNO11PSi2.

Computed properties:
**LUMO**: 0.01637 Eh
**E**: -3361.6719 hartree
**Strongest force on any atom**: 3.2 eV/A

Geometry as ORCA input:
```
! RIJCOSX wB97M-V def2-TZVPD def2/J DEFGRID3
* xyz 0 1
C -2.3827 1.8493 0.2824
C -3.8265 1.7710 -0.3348
P -4.1145 0.3477 -1.5230
C -2.7655 0.1709 -2.8081
C -1.3000 -0.0224 -2.2172
Si -6.1556 0.3822 -2.3960
C -7.0350 -1.1932 -1.7889
C -7.1544 -2.3723 -2.8507
C -5.9874 -3.4166 -2.8409
O -5.5552 -3.8257 -3.8965
N -5.5239 -3.9023 -1.5753
C -4.1172 -3.7139 -1.3372
C -3.7318 -3.1829 -0.0121
C -2.3250 -3.0012 0.3404
C -1.2554 -3.3515 -0.5971
C -1.6158 -3.8544 -1.9176
C -3.0410 -4.0356 -2.2553
C -6.1648 0.5016 -4.3242
C -5.3018 -0.5862 -5.0673
C -4.1714 0.1947 -5.8998
Cl -6.2587 -1.4893 -6.3730
O -6.8696 1.8613 -1.9021
Si -7.5655 1.8555 -0.3529
H -1.7154 2.4885 -0.3527
H -1.8767 0.8492 0.3703
H -2.3740 2.3170 1.3096
H -4.1278 2.7529 -0.7963
H -4.5297 1.6022 0.5344
H -2.7310 1.1190 -3.4256
H -2.9226 -0.7008 -3.5026
H -1.3531 -0.5973 -1.2607
H -0.7771 0.9489 -2.0055
H -0.7073 -0.5574 -3.0074
H -8.0866 -1.0230 -1.4060
H -6.4626 -1.5493 -0.8803
H -7.3763 -1.9293 -3.8499
H -8.0829 -2.9573 -2.5681
H -6.1052 -3.6056 -0.7943
H -4.5226 -2.9197 0.7352
H -2.1095 -2.6134 1.3637
H -0.1885 -3.2311 -0.2891
H -0.8550 -4.1462 -2.6819
H -3.2640 -4.4442 -3.2657
H -5.9571 1.5495 -4.6508
H -7.2464 0.2984 -4.6005
H -4.8753 -1.3859 -4.4190
H -4.0135 1.2159 -5.4765
H -3.1879 -0.3460 -5.7857
H -4.4401 0.2285 -6.9818
H -7.1289 0.7496 0.5045
H -9.0391 1.8097 -0.5059
H -7.2843 3.1784 0.2498
C 4.8410 2.4881 -2.6836
C 5.1463 1.5500 -1.5328
O 4.5651 2.0207 -0.3082
C 3.2464 1.8339 -0.1849
O 2.5220 1.3085 -0.9895
O 2.8651 2.3584 0.9893
C 1.4525 2.3214 1.2020
H 5.1509 3.5065 -2.4398
H 5.3574 2.1665 -3.5891
H 3.7710 2.5223 -2.8939
H 6.2242 1.5152 -1.3711
H 4.8197 0.5301 -1.7460
H 1.0595 1.3112 1.0815
H 0.9562 3.0107 0.5175
H 1.2592 2.6476 2.2221
C 2.6546 0.4041 8.6234
C 1.9079 1.5953 8.0561
O 2.6365 2.2050 6.9824
C 2.5974 1.5524 5.8153
O 2.0073 0.5258 5.5921
O 3.3501 2.2289 4.9384
C 3.4816 1.5844 3.6694
H 3.6662 0.6915 8.9180
H 2.1324 0.0011 9.4925
H 2.7519 -0.3918 7.8835
H 1.8011 2.3571 8.8290
H 0.9019 1.3231 7.7300
H 2.5097 1.3500 3.2444
H 4.0831 0.6793 3.7733
H 3.9969 2.2671 3.0001
C 6.6240 -0.2555 1.7488
C 7.7113 0.7203 1.3439
O 8.9496 0.4193 1.9999
C 9.6229 -0.6259 1.5072
O 9.2903 -1.3126 0.5751
O 10.7265 -0.7926 2.2481
C 11.4919 -1.9443 1.8945
H 6.5228 -0.2860 2.8360
H 5.6669 0.0320 1.3102
H 6.8595 -1.2697 1.4222
H 7.4281 1.7256 1.6577
H 7.8478 0.7463 0.2608
H 11.7361 -1.9464 0.8322
H 10.9475 -2.8504 2.1644
H 12.4193 -1.9127 2.4638
*
```



3.
Density functional theory data (wB97M-V/def2-TZVPD) for a gas-phase ion, C28H53NO8P (charge -1).

Computed properties:
**Relative energy (zero: lowest compared OMol25 entry of this formula, charge and spin)**: 0.0 kJ/mol
**LUMO**: 0.09165 Eh
**E**: -2096.7720 hartree
**Strongest force on any atom**: 2.2 eV/A

Geometry as ORCA input:
```
! RIJCOSX wB97M-V def2-TZVPD def2/J DEFGRID3
* xyz -1 1
C 7.7040 1.1231 2.4279
C 7.3692 0.6038 1.0226
C 7.0061 1.6997 0.0120
C 6.0824 1.2071 -1.1042
C 4.6754 0.8046 -0.6117
C 4.3240 -0.6847 -0.7605
C 3.1941 -1.1090 0.1835
C 3.6718 -1.4947 1.5983
C 2.8602 -0.8383 2.7238
C 1.4899 -1.5061 2.9333
C 0.3575 -0.5325 3.2679
C 0.1447 0.5173 2.1561
C -1.3309 0.8538 1.9098
C -1.6953 1.7513 0.7039
C -2.8003 2.7575 1.1488
C -3.6874 3.3972 0.0602
C -4.9507 2.5776 -0.1588
O -5.7396 3.2008 -1.2022
C -6.5309 2.3708 -1.9161
C -5.8113 1.2876 -2.6761
O -7.6861 2.5732 -2.0184
O -2.2279 1.0352 -0.4020
C -1.5910 -0.1813 -0.7924
C -2.4567 -1.4477 -0.5578
C -2.7735 -2.1534 -1.8841
C -1.5641 -2.7966 -2.5196
O -0.4547 -2.4150 -2.3427
N -1.8104 -3.9212 -3.3917
C -2.2923 -5.0719 -2.6292
C -2.7140 -3.5824 -4.4847
O -3.6686 -1.0016 0.0618
C -4.6163 -1.9775 0.4486
C -1.7421 -2.4984 0.3807
O -0.8986 -2.0601 1.1635
O -2.1738 -3.6537 0.2496
P -0.1173 2.5457 0.0265
C 0.0904 3.8678 1.2997
O -0.8578 3.4857 -1.1499
H 7.0738 1.9785 2.6809
H 7.5370 0.3461 3.1798
H 8.7517 1.4263 2.5099
H 6.5297 -0.0935 1.1029
H 8.2159 0.0290 0.6351
H 6.5110 2.5337 0.5257
H 7.9237 2.1031 -0.4329
H 6.5431 0.3555 -1.6168
H 5.9844 2.0196 -1.8322
H 4.5897 1.0631 0.4532
H 3.9166 1.3850 -1.1416
H 3.9907 -0.8646 -1.7895
H 5.2235 -1.2889 -0.5973
H 2.6208 -1.9267 -0.2573
H 2.4960 -0.2656 0.2552
H 3.5685 -2.5818 1.7151
H 4.7406 -1.2847 1.7203
H 2.7320 0.2251 2.4932
H 3.4432 -0.8840 3.6530
H 1.2022 -2.0520 2.0285
H 1.5873 -2.2594 3.7244
H 0.6061 -0.0175 4.2054
H -0.5649 -1.1007 3.4067
H 0.5946 0.1344 1.2347
H 0.6793 1.4310 2.4428
H -1.7038 1.3788 2.8006
H -1.8977 -0.0779 1.8218
H -3.4660 2.1894 1.8147
H -2.3463 3.5266 1.7732
H -3.9916 4.4021 0.3823
H -3.1514 3.5176 -0.8766
H -4.6902 1.5492 -0.4091
H -5.5610 2.5527 0.7537
H -6.3113 0.3352 -2.4947
H -4.7674 1.1964 -2.3877
H -5.8757 1.5219 -3.7405
H -0.6377 -0.3128 -0.2827
H -1.3877 -0.0815 -1.8630
H -3.1886 -1.4397 -2.6102
H -3.5220 -2.9283 -1.7339
H -2.1461 -5.9784 -3.2260
H -1.7408 -5.1467 -1.6907
H -3.3633 -5.0079 -2.3775
H -2.5790 -4.2994 -5.2983
H -2.4761 -2.5860 -4.8686
H -3.7733 -3.5885 -4.1813
H -5.4312 -1.4324 0.9338
H -4.1890 -2.7054 1.1422
H -5.0316 -2.5174 -0.4116
H 1.1410 4.1612 1.3598
H -0.2213 3.5208 2.2880
H -0.5170 4.7477 1.0638
H -0.4486 4.3581 -1.1572
*
```



4.
Density functional theory data (wB97M-V/def2-TZVPD) for 2 unconnected molecules or ions with the total composition C28H54BN4O5.

Computed properties:
**Relative energy (zero: lowest compared OMol25 entry of this formula, charge and spin)**: 1617.7 kJ/mol
**LUMO**: -0.19503 Eh
**E**: -1718.4988 hartree
**Strongest force on any atom**: 9.1 eV/A

Geometry as ORCA input:
```
! RIJCOSX wB97M-V def2-TZVPD def2/J DEFGRID3
* xyz 1 1
C 10.6533 -2.8952 1.8153
C 11.8735 -2.9210 0.6863
C 11.3227 -2.4321 -0.7869
C 11.6876 -0.8275 -1.0671
C 10.6130 0.1463 -0.2980
C 9.2243 0.2918 -1.2113
C 8.5663 1.7671 -0.8417
C 6.9849 1.9083 -1.3655
C 5.9679 0.8392 -0.6494
C 5.0962 1.5418 0.5906
C 3.7286 2.2325 -0.0641
C 2.3657 1.3230 0.2245
C 1.3885 1.9601 1.3834
C -0.2012 2.1109 0.8870
C -0.9030 0.6375 0.6088
C -2.3771 0.4543 1.3030
C -3.6352 1.0187 0.3856
N -3.3832 1.7350 -0.9537
C -4.5510 2.2931 -1.7809
C -6.1356 2.1343 -1.3312
B -7.4205 2.6832 -2.2224
O -8.0592 4.0074 -2.0831
O -7.9957 1.7191 -3.2218
C -6.9619 0.7885 -3.7058
C -6.5008 1.3821 0.0936
C -8.0614 1.2015 0.6669
O -9.0325 0.5647 -0.0356
O -8.4867 1.6883 2.0174
C -5.1925 0.7905 0.9515
C -5.5442 -0.0076 2.3499
C -6.4152 -1.3828 2.1522
C -6.4370 -1.9797 0.6255
C -7.0700 -3.5230 0.5243
N -7.2594 -3.8123 -0.9484
C -8.6223 -3.4022 -1.4609
N -8.7764 -3.3536 -2.8459
N -9.8326 -3.0432 -0.6275
H 9.6888 -2.3501 1.4047
H 10.3929 -4.0133 2.1132
H 11.0717 -2.3402 2.7576
H 12.2644 -4.0303 0.6116
H 12.7753 -2.2229 0.9975
H 10.1606 -2.5287 -0.9094
H 11.8466 -3.0754 -1.6404
H 12.7768 -0.6241 -0.6304
H 11.6855 -0.6048 -2.2373
H 10.4159 -0.3221 0.7569
H 11.0146 1.2546 -0.1791
H 8.5018 -0.6119 -0.9712
H 9.5931 0.3064 -2.3349
H 8.5615 1.9229 0.3300
H 9.2254 2.5926 -1.3938
H 6.5873 2.9944 -1.0837
H 6.9399 1.8439 -2.5365
H 5.2727 0.3977 -1.4894
H 6.5266 -0.1012 -0.1730
H 4.8457 0.7308 1.3968
H 5.7817 2.3619 1.0914
H 3.6034 3.3429 0.2849
H 3.9433 2.2752 -1.2345
H 1.8465 1.1859 -0.8153
H 2.7596 0.2796 0.6295
H 1.8569 3.0206 1.6585
H 1.4228 1.2930 2.3631
H -0.7352 2.7032 1.7734
H -0.1715 2.7993 -0.0815
H -0.1829 -0.1649 1.1198
H -0.8697 0.4522 -0.5473
H -2.3639 1.1221 2.2916
H -2.5336 -0.6524 1.6740
H -2.4296 1.8798 -1.3696
H -4.2923 2.8624 -2.7939
H -9.0437 3.9019 -2.3287
H -7.3361 0.2551 -4.7047
H -6.6869 -0.0733 -2.9632
H -6.0196 1.4378 -4.0408
H -9.3677 1.2425 2.2568
H -4.5438 -0.3079 2.8866
H -6.0865 0.7606 3.0733
H -7.5291 -1.2085 2.5421
H -5.9555 -2.2137 2.8530
H -7.1264 -1.3301 -0.0964
H -5.3583 -1.9625 0.1228
H -6.2183 -4.2340 0.9242
H -8.0216 -3.6734 1.1887
H -7.0994 -4.8145 -1.1912
H -7.8779 -3.6220 -3.3160
H -10.5750 -3.7817 -0.8156
H -10.2297 -2.1771 -1.1020
O -8.0219 -0.1407 4.9424
H -8.2486 0.5081 4.2592
H -7.0544 -0.1847 4.9116
*
```



5.
Density functional theory data (wB97M-V/def2-TZVPD) for 7 unconnected molecules or ions with the total composition C28H54BO8.

Computed properties:
**LUMO**: 0.08537 Eh
**E**: -1725.9360 hartree
**Strongest force on any atom**: 1.5 eV/A

Geometry as ORCA input:
```
! RIJCOSX wB97M-V def2-TZVPD def2/J DEFGRID3
* xyz -1 1
C 1.0586 1.8045 -1.2802
C -0.1336 1.7695 -1.1842
C -1.5332 1.8805 -1.5048
C -2.3959 0.5683 -1.4737
O -3.6864 1.0635 -1.2851
B -3.6174 2.5709 -1.2415
O -2.2399 2.7797 -0.7099
H 2.0893 1.9046 -1.4591
H -1.6461 2.2575 -2.5259
H -2.2824 0.1408 -2.4790
H -2.1581 -0.1238 -0.6690
H -4.5078 3.0805 -0.5769
H -3.7274 2.9854 -2.4097
C -1.4401 -2.1956 3.6246
C -1.4613 -0.6718 3.6578
C -1.1114 -0.3247 2.2183
O -1.6253 -1.3918 1.4095
C -2.0107 -2.4817 2.2408
H -2.0159 -2.6634 4.4245
H -0.4095 -2.5559 3.6902
H -2.4686 -0.3182 3.8933
H -0.7749 -0.2401 4.3790
H -0.0264 -0.2755 2.0708
H -1.5474 0.6174 1.8860
H -3.1058 -2.5273 2.2652
H -1.6349 -3.4139 1.8108
C 0.5954 -3.3353 -1.4432
C 1.7078 -4.1419 -0.7873
C 2.7935 -3.0872 -0.6155
O 2.1271 -1.8448 -0.4223
C 0.7267 -1.9892 -0.7464
H -0.3951 -3.7733 -1.3242
H 0.7966 -3.2335 -2.5109
H 1.3812 -4.5072 0.1909
H 2.0354 -4.9972 -1.3792
H 3.4194 -3.0133 -1.5140
H 3.4421 -3.2850 0.2417
H 0.1570 -1.9693 0.1838
H 0.4091 -1.1437 -1.3542
C -0.9174 -1.3199 8.9605
C -2.3726 -1.4394 8.5191
C -2.4415 -0.4088 7.4007
O -1.1422 -0.3686 6.8081
C -0.2139 -1.0739 7.6329
H -0.5414 -2.1996 9.4814
H -0.7952 -0.4558 9.6179
H -2.5610 -2.4396 8.1216
H -3.0918 -1.2486 9.3144
H -2.6750 0.5875 7.7912
H -3.1767 -0.6608 6.6355
H 0.0406 -2.0182 7.1382
H 0.6962 -0.4819 7.7369
C -0.9448 -6.9362 -4.9914
C 0.1624 -7.7459 -4.3242
C 1.2540 -6.6972 -4.1592
O 0.5901 -5.4460 -3.9854
C -0.7975 -5.5868 -4.3024
H -1.9383 -7.3654 -4.8702
H -0.7436 -6.8377 -6.0608
H -0.1714 -8.0987 -3.3455
H 0.4888 -8.6087 -4.9037
H 1.8837 -6.6344 -5.0541
H 1.8961 -6.8864 -3.2974
H -1.3703 -5.5515 -3.3698
H -1.1089 -4.7520 -4.9297
C 0.9358 5.7210 -4.4615
C 1.0774 4.9285 -5.7578
C 0.2871 3.6671 -5.4304
O -0.7391 4.0586 -4.5250
C -0.4883 5.3769 -4.0452
H 1.0956 6.7926 -4.5790
H 1.6452 5.3503 -3.7176
H 0.6031 5.4683 -6.5820
H 2.1105 4.7210 -6.0370
H 0.9196 2.9209 -4.9357
H -0.1662 3.2075 -6.3107
H -1.2135 6.0574 -4.5071
H -0.6351 5.3970 -2.9652
C 3.6252 5.3508 1.5612
C 2.1700 5.2130 1.1249
C 2.0821 6.2398 0.0065
O 3.3841 6.2980 -0.5927
C 4.3220 5.6055 0.2317
H 4.0131 4.4755 2.0807
H 3.7399 6.2170 2.2187
H 1.9893 4.2119 0.7283
H 1.4520 5.3946 1.9224
H 1.8387 7.2346 0.3971
H 1.3459 5.9752 -0.7521
H 4.5872 4.6638 -0.2619
H 5.2258 6.2093 0.3339
*
```



E of number 3 (C28H53NO8P)?
-2096.7720 hartree



Among the records above, which one has the lowest strongest force on any atom?
C28H53ClF9N6O7P2S



Among the records above, which one has the lowest strongest force on any atom?
C28H53ClF9N6O7P2S